No. 1
C27H27CsF18N6O3PS | the ωB97M-V functional and the def2-TZVPD basis

Each line ends with the Mulliken charge.
Cartesian coordinates (Å):
Cs: 0.198 0.033 0.647  1.36
C: 2.244 6.921 3.970  -1.51
C: 1.410 5.813 3.385  0.40
C: 0.331 6.079 2.547  -1.22
C: -0.403 5.042 2.012  -0.15
C: -0.098 3.698 2.266  -0.70
N: -0.837 2.779 1.523  0.43
C: -2.177 2.694 1.705  0.36
C: -2.687 2.960 3.002  -0.24
C: -4.023 2.852 3.311  -1.28
C: -4.939 2.505 2.324  0.70
C: -6.405 2.354 2.619  -1.55
C: -4.460 2.265 1.036  -0.77
C: -3.121 2.324 0.691  -0.39
C: -2.667 2.044 -0.777  1.61
O: -1.518 1.428 -0.911  -0.99
C: -2.627 3.445 -1.496  0.50
F: -3.749 4.194 -1.359  -0.31
F: -1.620 4.194 -1.024  -0.23
F: -2.421 3.326 -2.827  -0.27
C: -3.758 1.183 -1.535  0.05
F: -4.922 1.817 -1.855  -0.34
F: -4.098 0.109 -0.807  -0.25
F: -3.282 0.713 -2.699  -0.07
C: 0.972 3.413 3.138  -0.10
C: 1.694 4.483 3.664  -0.34
C: 1.232 1.944 3.598  1.26
O: 0.335 1.109 3.126  -0.96
C: 1.155 1.901 5.168  0.43
F: 2.189 2.501 5.828  -0.30
F: 0.037 2.528 5.594  -0.26
F: 1.097 0.654 5.636  -0.26
C: 2.698 1.520 3.205  0.40
F: 2.814 1.362 1.868  -0.24
F: 3.042 0.354 3.763  -0.28
F: 3.674 2.407 3.537  -0.30
H: 1.693 7.863 3.975  0.37
H: 3.160 7.074 3.393  0.29
H: 2.536 6.691 4.996  0.36
H: 0.061 7.104 2.315  0.32
H: -1.233 5.244 1.344  0.44
H: -1.970 3.195 3.777  0.52
H: -4.357 3.028 4.328  0.34
H: -6.653 2.741 3.608  0.38
H: -6.700 1.302 2.586  0.29
H: -7.009 2.885 1.879  0.35
H: -5.194 2.014 0.286  0.51
H: 2.504 4.267 4.345  0.44
C: 0.519 -5.255 -2.740  -0.82
C: -0.740 -5.587 -2.037  1.02
N: -1.255 -6.772 -1.897  -0.92
N: -2.390 -6.550 -1.173  0.18
C: -2.608 -5.260 -0.865  0.18
S: -3.892 -4.617 0.007  -0.48
N: -1.540 -4.645 -1.436  0.41
N: -1.369 -3.263 -1.466  -0.59
H: 0.913 -6.167 -3.182  0.33
H: 1.251 -4.848 -2.040  0.04
H: 0.356 -4.502 -3.512  0.19
H: -2.975 -7.307 -0.873  0.17
H: -1.226 -2.940 -0.513  0.24
H: -0.533 -3.037 -2.002  0.14
F: 1.844 -2.274 0.174  -0.40
P: 2.612 -3.690 0.471  1.33
F: 1.195 -4.464 0.227  -0.37
F: 3.348 -5.103 0.730  -0.39
F: 3.996 -2.898 0.690  -0.38
F: 2.263 -3.549 2.033  -0.38
F: 2.931 -3.815 -1.117  -0.42
C: -1.512 0.714 -5.143  -1.14
N: -1.056 -0.630 -4.825  0.27
C: -1.817 -1.741 -5.360  -1.00
C: -0.073 -0.874 -3.915  0.73
C: 0.546 0.324 -3.244  -0.40
O: 0.279 -2.017 -3.638  -0.69
H: -2.455 0.632 -5.680  0.40
H: -0.800 1.245 -5.783  0.33
H: -1.694 1.301 -4.250  0.33
H: -1.848 -1.696 -6.452  0.36
H: -2.839 -1.726 -4.973  0.36
H: -1.339 -2.666 -5.053  0.20
H: 0.748 1.140 -3.939  0.35
H: 1.462 0.010 -2.751  0.42
H: -0.169 0.705 -2.497  -0.40

Spin multiplicity: 2
Total charge: -2
Orbital gap (spin up / spin down), eV: 6.93 / 6.81
Energy relative to the best compared isomer or geometry (same formula, charge and spin), eV: 0.327
HOMO energy (spin up / spin down), eV: -3.1 / -3.4
Strongest force on any atom, eV Å⁻¹: 0.53
LUMO (spin up / spin down), eV: 3.82 / 3.42

=====

No. 2
C10H9Cl2NOTi | the ωB97M-V functional and the def2-TZVPD basis

Each line ends with the natural charge from an NBO analysis.
Cartesian coordinates (Å):
Ti: 0.095 0.076 -2.005  1.03
C: -0.138 0.137 -4.350  -0.93
H: 0.877 0.370 -3.914  0.20
H: -0.169 -0.866 -4.780  0.26
H: -0.339 0.877 -5.125  0.26
H: -1.012 0.271 -3.591  0.26
H: -1.522 0.285 -2.024  -0.36
Cl: -0.115 -4.053 0.371  0.05
C: 0.009 -2.514 1.078  -0.14
C: 0.069 -2.294 2.464  -0.21
C: 0.164 -0.996 2.978  -0.06
Cl: 0.336 -0.796 4.681  0.01
C: 0.155 0.180 2.144  -0.09
C: 0.195 1.531 2.539  -0.16
C: 0.141 2.534 1.580  -0.25
C: 0.127 2.205 0.225  0.03
N: 0.200 0.916 -0.191  -0.49
C: 0.159 -0.082 0.751  0.08
C: 0.111 -1.399 0.229  0.36
O: 0.194 -1.537 -1.089  -0.76
H: 0.090 -3.149 3.141  0.24
H: 0.225 1.770 3.597  0.23
H: 0.120 3.589 1.852  0.23
H: 0.028 2.945 -0.561  0.20

Spin multiplicity: 3
Orbital gap (spin up / spin down), eV: 5.51 / 7.43
Energy relative to the best compared isomer or geometry (same formula, charge and spin), eV: 0.112
HOMO energy (spin up / spin down), eV: -6.0 / -7.8
Strongest force on any atom, eV Å⁻¹: 2.00
LUMO (spin up / spin down), eV: -0.46 / -0.36

=====

No. 3
C36H28MnOP2S4Sb | the ωB97M-V functional and the def2-TZVPD basis

Each line ends with the Mulliken charge.
Cartesian coordinates (Å):
Mn: 1.245 1.680 0.150  0.52
O: 0.824 -0.265 0.823  0.20
S: -0.420 -1.083 0.487  0.07
C: -1.717 0.162 0.593  1.46
C: -2.489 0.582 -0.478  -0.61
C: -3.412 1.597 -0.287  -0.83
C: -3.552 2.181 0.967  -0.84
C: -2.772 1.749 2.030  0.15
C: -1.833 0.733 1.869  -1.29
P: -0.756 0.123 3.264  -0.09
C: 0.458 1.507 3.358  0.82
C: 0.134 2.791 3.792  -0.07
C: 1.086 3.800 3.800  -0.55
C: 2.377 3.551 3.354  -0.72
C: 2.724 2.273 2.936  0.04
C: 1.776 1.249 2.957  -1.29
C: -1.834 0.414 4.708  0.68
C: -3.160 -0.017 4.671  -0.53
C: -3.958 0.058 5.802  -0.72
C: -3.439 0.549 6.991  -0.50
C: -2.115 0.959 7.044  -0.70
C: -1.316 0.890 5.912  -0.52
C: -0.226 -1.444 -1.244  0.78
C: -1.248 -2.214 -1.788  -0.58
C: -1.195 -2.606 -3.113  -0.82
C: -0.092 -2.245 -3.876  -0.94
C: 0.946 -1.522 -3.311  -0.87
C: 0.925 -1.106 -1.976  0.50
P: 2.385 -0.151 -1.326  0.95
C: 3.278 -1.367 -0.313  0.50
C: 2.964 -2.725 -0.268  0.00
C: 3.680 -3.575 0.561  -0.81
C: 4.715 -3.081 1.345  -0.56
C: 5.036 -1.734 1.296  -0.75
C: 4.317 -0.878 0.472  -0.43
C: 3.515 0.080 -2.727  -0.04
C: 3.550 1.325 -3.346  -0.26
C: 4.423 1.559 -4.399  -0.68
C: 5.267 0.550 -4.835  -0.55
C: 5.245 -0.694 -4.214  -0.74
C: 4.376 -0.929 -3.162  0.01
H: -2.367 0.147 -1.460  0.44
H: -4.015 1.931 -1.120  0.48
H: -4.273 2.973 1.122  0.45
H: -2.907 2.198 3.005  0.38
H: -0.870 3.018 4.132  0.34
H: 0.810 4.790 4.139  0.43
H: 3.114 4.343 3.350  0.42
H: 3.744 2.057 2.643  0.54
H: 2.063 0.240 2.693  0.37
H: -3.578 -0.414 3.753  0.40
H: -4.987 -0.274 5.756  0.41
H: -4.061 0.607 7.873  0.40
H: -1.699 1.334 7.970  0.41
H: -0.283 1.206 5.975  0.42
H: -2.093 -2.505 -1.174  0.55
H: -1.999 -3.191 -3.537  0.42
H: -0.028 -2.539 -4.914  0.45
H: 1.796 -1.271 -3.930  0.44
H: 2.165 -3.127 -0.879  0.44
H: 3.430 -4.627 0.592  0.45
H: 5.272 -3.746 1.991  0.41
H: 5.847 -1.349 1.901  0.45
H: 4.574 0.176 0.432  0.48
H: 2.883 2.109 -3.006  0.17
H: 4.445 2.530 -4.877  0.42
H: 5.949 0.733 -5.655  0.40
H: 5.911 -1.480 -4.546  0.42
H: 4.374 -1.896 -2.673  0.45
S: 0.026 1.866 -2.185  -0.45
Sb: -0.059 4.091 -1.812  0.53
S: 1.787 4.185 -0.134  -0.25
S: -0.170 3.840 0.650  -0.04

Spin multiplicity: 6
Total charge: +1
Orbital gap (spin up / spin down), eV: 7.36 / 7.52
Energy relative to the best compared isomer or geometry (same formula, charge and spin), eV: 0.000
HOMO energy (spin up / spin down), eV: -10.4 / -10.7
Strongest force on any atom, eV Å⁻¹: 0.50
LUMO (spin up / spin down), eV: -3.08 / -3.18

=====

- What is the spin multiplicity in the first record?
  2

=====

- Which value of strongest force on any atom does entry 2 give?
  2.00 eV Å⁻¹

=====

- The highest strongest force on any atom belongs to which entry?
  C10H9Cl2NOTi

=====

- Among the records above, which one has the lowest strongest force on any atom?
  C36H28MnOP2S4Sb